Computed, not measured: a molecular structure, C37H34ClF3N2O4PS2SbV, with ωB97M-V/def2-TZVPD.

Output
Expectation value of S²: 3.760
Lowest unoccupied orbital energy (spin up / spin down) (eV): -0.889 / -1.001
Molar mass (g mol⁻¹): 930.948
E (eV): -133954.9291
Energy relative to the best compared isomer or geometry (same formula, charge and spin) (kcal/mol): 4.40

```
! RIJCOSX wB97M-V def2-TZVPD def2/J DEFGRID3
* xyz 0 4
V -1.35699 -0.27862 -1.03594
Cl 5.74798 1.94670 -4.82151
C 4.05976 1.67112 -4.49316
C 3.10837 2.42352 -5.16533
C 1.76835 2.20641 -4.88736
C 1.38674 1.25641 -3.94595
C 2.35866 0.50648 -3.29520
C 3.70193 0.70627 -3.56529
C -0.07654 1.10911 -3.59475
O -0.95042 1.67981 -4.23616
O -0.27258 0.48115 -2.49156
H 3.42084 3.16500 -5.88704
H 0.99788 2.77427 -5.39225
H 2.05465 -0.24114 -2.57307
H 4.46584 0.12837 -3.06284
C -5.67536 -3.47022 -1.47767
C -4.57278 -4.10959 -2.29568
C -4.46494 -5.60734 -2.08427
O -3.26807 -3.49225 -2.09800
P -2.58986 -2.98905 -0.76423
S -0.66966 -2.71451 -1.13608
S -3.39817 -1.24507 -0.11380
O -2.91733 -4.18165 0.23357
C -2.73695 -4.24659 1.67660
C -3.99597 -3.76341 2.36868
C -1.48748 -3.53302 2.15231
H -6.62276 -3.92698 -1.76777
H -5.73932 -2.39815 -1.65287
H -5.53266 -3.63990 -0.41040
H -4.75529 -3.91082 -3.35261
H -4.33392 -5.84829 -1.03030
H -3.62383 -6.01282 -2.64508
H -5.37878 -6.08486 -2.44092
H -2.62026 -5.31761 1.84828
H -4.10996 -2.68375 2.27442
H -3.94869 -4.01608 3.42863
H -4.87432 -4.24939 1.94445
H -1.56151 -2.45467 2.00335
H -0.60259 -3.89679 1.63205
H -1.36980 -3.71818 3.22121
F 7.58090 -1.49356 0.53859
C 6.30113 -1.08061 0.56188
C 5.31560 -1.99062 0.89363
C 4.00096 -1.55486 0.91092
C 3.67282 -0.23261 0.62477
C 4.69223 0.64740 0.27776
C 6.01568 0.23273 0.24267
Sb 1.62414 0.33701 0.59296
C 1.16743 0.24027 2.68196
C 1.11256 -1.02843 3.26061
C 0.73837 -1.21119 4.58238
C 0.39674 -0.09598 5.32299
F 0.02635 -0.25668 6.60642
C 0.41506 1.17640 4.78793
C 0.80241 1.33171 3.46364
C 1.88380 2.43286 0.39185
C 1.38229 3.03310 -0.75964
C 1.52776 4.39436 -0.98575
C 2.18860 5.14428 -0.03489
F 2.34079 6.46373 -0.23981
C 2.71222 4.58810 1.11903
C 2.55676 3.22587 1.32037
H 5.58117 -3.01425 1.11892
H 3.22811 -2.27984 1.14416
H 4.46624 1.67497 0.01810
H 6.81485 0.90847 -0.02952
H 1.35854 -1.91007 2.67740
H 0.70268 -2.19181 5.03701
H 0.13773 2.02095 5.40429
H 0.81541 2.33174 3.04857
H 0.88150 2.42844 -1.50594
H 1.15171 4.86748 -1.88283
H 3.23314 5.21477 1.82995
H 2.97996 2.78202 2.21433
N -3.57020 6.42500 1.44272
C -3.19378 5.40825 1.06474
C -2.72129 4.13710 0.58981
C -2.62665 3.90289 -0.78054
C -2.17849 2.66283 -1.19952
N -1.83449 1.70631 -0.33157
C -1.90025 1.94620 0.97850
C -2.35734 3.14272 1.49342
H -2.89850 4.65718 -1.50336
H -2.07788 2.41574 -2.25293
H -1.59684 1.14009 1.63672
H -2.41411 3.29567 2.56082
*
```

Here are the Mulliken charges for atoms 1 to 4, given in e: 0.726, -0.236, 0.427, -0.659